C18H32NO5P2SSc as an isolated structure in a non-equilibrium geometry, computed with ωB97M-V/def2-TZVPD.

For the HOMO energy, the calculation gives -6.703 eV. The multiplicity is 1. Its gap between HOMO and LUMO is 6.6 eV. Its energy is -81024.834 eV. The calculation puts the energy above the lowest of the compared OMol25 structures with the same formula, charge and spin at 188.7 kJ/mol.

Positions of all 60 atoms, in Å:
C 1.076 -1.199 -3.727
C 1.088 -0.801 -2.378
N -0.090 -0.644 -1.695
C -1.256 -0.995 -2.313
C -1.301 -1.442 -3.640
C -0.121 -1.507 -4.393
C 2.475 -0.702 -1.709
P 2.494 -0.273 0.143
Sc -0.046 -0.481 0.807
P -2.542 0.176 -0.131
C -2.607 -0.918 -1.608
O 2.033 3.887 -4.218
O -1.928 3.287 -2.394
H 2.020 -1.289 -4.262
H -2.291 -1.695 -4.046
H -0.164 -1.778 -5.460
C 3.515 -1.776 0.306
C 3.748 1.065 0.060
H -3.386 -0.555 -2.304
H -2.921 -1.928 -1.306
H 3.184 -0.098 -2.244
H 3.029 -1.663 -1.863
C -3.732 -0.695 0.935
C -3.568 1.537 -0.752
H -1.322 2.601 -2.222
H -1.379 4.108 -2.346
H 1.871 3.404 -3.427
H 2.567 3.251 -4.715
H -0.756 -2.145 0.356
H 1.151 0.848 1.754
H 4.501 -1.546 -0.113
H 3.566 -2.106 1.336
H 3.029 -2.562 -0.294
H 4.741 0.677 -0.203
H 3.456 1.827 -0.678
H 3.824 1.578 1.024
H -4.552 1.217 -1.118
H -3.710 2.277 0.040
H -3.063 2.069 -1.563
H -4.748 -0.688 0.531
H -3.400 -1.723 1.098
H -3.725 -0.198 1.909
C 0.137 1.312 8.766
C 0.116 0.752 7.376
C 0.173 -0.631 7.197
C 0.085 -1.172 5.928
C -0.161 -0.298 4.878
C -0.044 1.083 4.989
C 0.058 1.596 6.268
S -0.793 -1.041 3.423
O 0.465 -1.334 2.603
O -1.594 -2.200 3.648
O -1.439 0.074 2.659
H -0.733 0.962 9.342
H 1.047 0.971 9.281
H 0.121 2.407 8.708
H 0.235 -1.295 8.052
H 0.118 -2.243 5.743
H -0.071 1.722 4.115
H 0.034 2.663 6.434